[1]
C4H13N2S | ωB97M-V/def2-TZVPD

```
! wB97M-V def2-TZVPD RIJCOSX def2/J DEFGRID3
* xyz 1 1
S 2.298 -0.828 -0.381
N -1.210 0.777 0.830
N -2.059 -1.099 -0.466
C -0.613 -1.249 -0.434
C -0.082 -0.110 0.676
C 1.366 1.648 -0.777
C 1.411 0.557 0.220
H 0.941 2.613 -0.256
H -2.137 -0.173 0.201
H 2.411 1.852 -1.034
H 1.759 1.041 1.208
H 2.114 -1.654 0.761
H -0.947 1.624 0.466
H -1.394 0.899 1.885
H -0.003 -2.132 -0.074
H -0.192 -1.104 -1.463
H -2.291 -1.258 -1.470
H -2.271 -1.956 0.053
H 0.181 -0.728 1.586
H 0.718 1.279 -1.532
*
```

Computed properties:
- SMILES = C[C@H](S)[C@@H](N)C[NH3+]
- LUMO level (eV) = -3.2
- calculated total energy (eV) = -18165.9026
- HOMO-LUMO gap (eV) = 9.484
- molar mass (g/mol) = 121.23
- ΔE to the lowest compared entry with this formula, charge and spin (eV) = 2.590

[2]
ClHg4O20S4 | ωB97M-V/def2-TZVPD

```
! wB97M-V def2-TZVPD RIJCOSX def2/J DEFGRID3
* xyz 0 2
Hg 3.311 0.302 -0.592
Hg 1.893 1.097 3.309
Hg -1.016 2.790 -0.197
Hg -2.810 -0.919 0.040
Cl 3.608 -2.462 2.605
S 2.585 2.974 0.070
S 0.315 -0.514 0.677
S -4.290 2.047 -0.983
S -2.539 -2.454 -2.958
O -2.407 -2.106 -1.559
O 4.607 -1.830 1.778
O -4.065 2.795 -2.184
O 1.182 2.916 -0.397
O -2.560 -1.329 -3.896
O -0.520 0.630 0.419
O 3.176 4.102 0.775
O 4.147 -3.437 3.488
O -1.550 -3.363 -3.401
O 1.022 -0.307 1.899
O -3.010 2.022 -0.301
O 2.522 -3.272 2.083
O -3.785 -3.260 -3.174
O -5.263 2.418 -0.101
O 2.569 1.910 0.996
O 2.968 -1.485 3.477
O -4.564 0.613 -1.211
O 1.489 -0.620 -0.179
O 3.390 2.572 -1.096
O -0.405 -1.827 0.615
*
```

Computed properties:
- LUMO level (alpha / beta) (eV) = -4.8 / -6.5
- calculated total energy (eV) = -113489.3064
- HOMO-LUMO gap (alpha / beta) (eV) = 4.239 / 2.500
- ⟨S²⟩ = 1.77
- molar mass (g/mol) = 1286.06

[3]
C3H8NO4 | ωB97M-V/def2-TZVPD

```
! wB97M-V def2-TZVPD RIJCOSX def2/J DEFGRID3
* xyz -1 1
O -1.466 3.246 0.930
O 0.342 -2.978 -0.314
O -1.592 0.569 0.195
O -0.276 1.635 -1.293
N 1.689 -0.016 0.070
C 0.490 -0.453 -0.669
C -0.613 0.652 -0.593
C -0.040 -1.681 0.183
H 2.343 0.526 -0.473
H 1.377 0.265 0.987
H -1.133 -1.614 0.218
H 0.271 -1.609 1.232
H 1.066 -3.237 0.235
H 0.616 -0.931 -1.633
H -1.303 3.317 -0.017
H -1.771 2.309 0.941
*
```

Computed properties:
- LUMO level (eV) = 3.6
- calculated total energy (eV) = -12922.1918
- HOMO-LUMO gap (eV) = 7.907
- molar mass (g/mol) = 122.10
- ΔE to the lowest compared entry with this formula, charge and spin (eV) = 1.034